ORCA calculation (ωB97M-V/def2-TZVPD) on a 2-piece molecular cluster, C8H18O4S overall at a distorted geometry.

Each line ends with the Mulliken charge.
CARTESIAN COORDINATES (ANGSTROEM)
C1 -0.880585 3.374499 0.587206  -1.22
C2 -0.234550 -1.573076 -1.687576  -0.85
C3 0.509305 -3.299694 0.170788  -1.39
C4 -2.719912 -0.600836 0.808023  -1.55
C5 -1.637110 2.048771 0.445403  -0.24
C6 -0.491593 -2.164179 -0.253673  0.48
C7 -1.285689 -0.213122 0.895827  0.60
C8 2.614253 1.569589 -0.008560  0.20
O1 3.910623 1.814370 0.167906  -0.53
O2 2.107910 0.779260 1.042771  -0.48
O3 -0.921997 1.014805 0.625409  -0.19
O4 -0.330680 -1.141133 0.757310  -0.35
S1 2.367506 0.774420 -1.860630  -0.25
H1 -1.547305 4.111720 0.894060  0.41
H2 -0.167841 3.176500 1.325611  0.33
H3 -0.380599 3.898717 -0.343602  0.19
H4 0.762714 -1.121122 -1.579054  -0.02
H5 -0.238606 -2.391116 -2.416176  0.44
H6 -0.895201 -0.578243 -1.885168  0.20
H7 0.029112 -4.295306 0.241912  0.31
H8 0.766610 -2.978505 1.094584  0.41
H9 1.267058 -3.430042 -0.521868  0.38
H10 -3.456585 0.174070 1.096572  0.44
H11 -2.789061 -1.543192 1.239282  0.51
H12 -3.083982 -0.944252 -0.203156  0.31
H13 -2.666589 1.954642 0.175467  0.49
H14 2.134215 2.578995 -0.120052  0.22
H15 -1.495535 -2.532060 -0.296799  0.29
H16 4.363488 0.885433 0.197337  0.40
H17 1.098174 0.805080 0.910032  0.34
H18 3.292437 -0.154981 -1.499181  0.12

Cartesian forces, eV/Å:
C -0.248 -0.980 -3.000
C -0.092 2.095 1.812
C -3.776 -0.350 -1.914
C -0.233 0.899 -2.065
C -0.677 4.045 -0.815
C 0.776 -0.215 -1.676
C -2.058 -0.921 -0.114
C -1.780 0.602 -0.852
O 2.538 -2.700 0.321
O -1.798 0.879 -1.759
O 2.747 -1.859 0.098
O 0.378 -0.221 0.072
S 0.651 0.334 1.923
H -1.188 1.291 0.933
H 1.388 0.223 1.153
H -0.694 -1.547 1.314
H -0.199 -0.439 -0.588
H -0.329 0.568 -0.137
H 1.032 -2.765 0.117
H -0.080 0.609 0.080
H 1.582 0.504 2.879
H 1.866 0.173 -1.108
H 0.599 -0.609 0.464
H -0.542 -1.391 1.883
H 0.550 0.916 0.013
H -0.385 -0.048 -0.043
H -0.009 -1.061 0.199
H -0.742 -0.264 0.673
H -0.862 2.514 0.108
H 1.972 -0.418 0.426
H -0.386 0.136 -0.396

Computed properties:
HOMO-LUMO gap (alpha / beta)   0.2762 / 0.2807 Eh
Energy relative to the best compared isomer or geometry (same formula, charge and spin)   5.3508 eV
E_LUMO (alpha / beta)   0.69 / 0.68 eV
Net charge   0